C3H6N2OS | ωB97M-V/def2-TZVPD

```
! RIJCOSX wB97M-V def2-TZVPD def2/J DEFGRID3
* xyz 0 1
S 2.055 0.172 -1.764
O 1.559 -1.498 0.437
N 0.944 1.062 -0.812
N 0.270 -1.071 0.030
C -2.082 0.294 0.978
C -1.001 0.950 0.440
C 0.167 0.306 -0.124
H 2.551 1.275 -2.357
H -2.904 0.849 1.435
H -0.285 -1.423 0.716
H -0.996 2.020 0.229
H -2.052 -0.822 1.129
H 1.773 -2.113 -0.338
*
```

Values from the calculation:
HOMO level in eV: -8.349
Kohn-Sham gap in eV: 8.717
ΔE to the lowest compared entry with this formula, charge and spin in kcal per mole: 98.6
Max |F| in hartree/bohr: 0.06231
LUMO level in eV: 0.37

C3H4N4S | ωB97M-V/def2-TZVPD

```
! RIJCOSX wB97M-V def2-TZVPD def2/J DEFGRID3
* xyz 0 1
S 3.089 -0.128 -0.011
N -0.635 -1.399 -0.043
N -0.729 0.987 -0.054
N 0.620 -1.322 -0.124
N -2.724 -0.172 0.075
C 0.634 1.082 -0.017
C 1.283 -0.116 -0.040
C -1.456 -0.205 -0.013
H -3.116 -1.080 0.009
H 3.241 -1.461 0.391
H 1.106 2.042 0.106
H -1.313 1.772 -0.280
*
```

Values from the calculation:
HOMO level in eV: -8.352
Kohn-Sham gap in eV: 7.817
ΔE to the lowest compared entry with this formula, charge and spin in kcal per mole: 27.0
Max |F| in hartree/bohr: 0.03888
LUMO level in eV: -0.54

C4H7ClN2 | ωB97M-V/def2-TZVPD

```
! RIJCOSX wB97M-V def2-TZVPD def2/J DEFGRID3
* xyz 0 3
Cl 2.375 -1.482 0.186
N 0.765 0.562 -0.689
N 0.977 0.444 1.502
C -0.251 0.497 1.288
C -0.571 0.512 -0.226
C -1.432 -0.770 -0.648
C 1.697 0.311 0.316
H 0.962 0.090 -1.592
H 2.626 0.882 0.267
H -0.996 0.524 2.202
H -1.303 -1.587 -0.028
H -1.370 -1.091 -1.674
H -1.007 1.561 -0.415
H -2.472 -0.453 -0.489
*
```

Values from the calculation:
HOMO level (spin up / spin down) in eV: -4.653 / -9.736
Kohn-Sham gap (spin up / spin down) in eV: 5.436 / 6.034
ΔE to the lowest compared entry with this formula, charge and spin in kcal per mole: 28.8
<S²>: 2.016
Max |F| in hartree/bohr: 0.11486
LUMO level (spin up / spin down) in eV: 0.78 / -3.70

C5H6N2O | ωB97M-V/def2-TZVPD

```
! RIJCOSX wB97M-V def2-TZVPD def2/J DEFGRID3
* xyz 0 1
O -1.778 -1.323 0.449
N 1.031 -2.440 -1.201
N 1.454 1.830 0.531
C 0.259 -1.781 -0.658
C -0.668 -0.915 0.095
C 0.827 0.853 0.778
C -0.790 0.497 -1.076
C 0.313 -0.283 1.408
H -0.427 -0.031 2.164
H 1.059 -0.972 1.801
H 0.085 0.794 -1.655
H -1.473 -0.017 -1.749
H -1.329 1.332 -0.626
H 1.437 2.457 -0.261
*
```

Values from the calculation:
HOMO level in eV: -8.628
Kohn-Sham gap in eV: 7.617
ΔE to the lowest compared entry with this formula, charge and spin in kcal per mole: 103.8
Max |F| in hartree/bohr: 0.05248
LUMO level in eV: -1.01

C31H42AsIrN4S | ωB97M-V/def2-TZVPD

```
! RIJCOSX wB97M-V def2-TZVPD def2/J DEFGRID3
* xyz 3 2
Ir -0.064 0.838 0.949
As -3.094 1.536 0.746
S 0.260 4.696 -1.714
N -1.933 0.131 1.099
N 0.350 -0.013 2.996
N 0.485 2.709 -0.153
N 1.466 -0.282 -0.121
C -1.463 3.126 2.708
C -5.068 1.831 4.544
C -1.187 -2.134 1.546
C -3.918 -1.358 -0.869
C -8.180 0.360 -2.882
C -2.874 2.738 4.718
C -4.651 1.008 -0.355
C -2.424 -3.606 2.991
C -4.921 1.624 3.172
C -0.350 3.299 -0.986
C 1.678 3.399 -0.083
C 3.348 0.072 1.473
C -4.861 -0.216 -0.986
C -3.689 1.953 2.587
C -6.718 1.813 -1.430
C -2.126 -1.105 1.732
C -5.294 3.465 -0.207
C 1.727 4.502 -0.865
C -3.218 -1.368 2.565
C -1.346 -3.370 2.152
C -4.221 2.512 6.822
C -3.345 -2.589 3.208
C -6.991 0.588 -1.998
C -6.097 1.051 2.426
C -5.532 2.061 -0.642
C -2.694 2.583 3.353
C -6.064 -0.418 -1.762
C 2.581 0.912 2.474
C -4.059 2.353 5.340
C 2.497 -0.935 0.726
C 1.766 0.100 3.469
H -4.098 -2.089 -1.656
H 3.288 1.560 2.993
H 0.049 -0.986 2.965
H -8.820 -0.419 -2.463
H 2.481 3.063 0.555
H 3.839 0.740 0.758
H -3.549 1.828 7.344
H -4.731 3.541 0.722
H -6.239 3.992 -0.080
H -2.885 -1.021 -0.934
H -4.053 -1.865 0.093
H -1.706 3.809 1.895
H 1.936 0.373 -0.746
H -2.087 3.196 5.307
H -2.560 -4.577 3.446
H 1.875 1.584 1.951
H -6.243 -1.399 -2.189
H 4.145 -0.478 1.974
H -8.766 1.265 -3.020
H -1.338 2.924 -1.197
H -6.671 1.851 1.950
H -3.947 3.519 7.138
H -7.400 2.636 -1.613
H 2.541 5.202 -0.973
H -7.864 -0.010 -3.858
H -0.877 2.290 2.268
H -0.829 3.650 3.422
H 1.984 -1.616 1.407
H 2.191 -0.895 3.595
H 1.785 0.587 4.442
H -5.239 2.308 7.145
H -6.765 0.528 3.108
H -0.269 0.455 3.655
H -6.015 1.568 5.002
H -0.633 -4.164 1.966
H 3.157 -1.537 0.099
H 1.032 -0.983 -0.719
H -4.734 3.992 -0.989
H -0.364 -1.955 0.863
H -5.793 0.355 1.647
H -3.953 -0.592 2.723
H -4.169 -2.755 3.888
*
```

Values from the calculation:
HOMO level (spin up / spin down) in eV: -15.851 / -15.808
Kohn-Sham gap (spin up / spin down) in eV: 5.958 / 4.304
ΔE to the lowest compared entry with this formula, charge and spin in kcal per mole: 47.8
<S²>: 0.783
Max |F| in hartree/bohr: 0.03677
LUMO level (spin up / spin down) in eV: -9.89 / -11.50

C35H48Cl2GeN3O10S3V | ωB97M-V/def2-TZVPD

```
! RIJCOSX wB97M-V def2-TZVPD def2/J DEFGRID3
* xyz -2 3
Ge 1.658 1.148 2.013
V -0.422 -0.037 0.069
Cl -1.403 -3.846 1.383
Cl -3.744 0.831 0.540
S 0.785 -3.660 -0.938
S -1.356 1.675 -2.210
S -1.388 -1.700 -2.356
O -1.397 1.323 -0.779
O -1.786 3.056 -2.372
O 0.463 2.262 1.065
O -0.129 1.395 -2.908
O -2.055 -2.627 -1.470
O -0.355 -0.872 -1.720
O 0.214 0.047 2.506
O 2.965 -2.385 -5.163
O -0.909 -2.315 -3.582
O 1.829 -0.006 0.495
N 1.915 -2.914 -3.205
N 0.505 -4.747 -3.324
N -1.587 -1.007 0.670
C -0.904 4.182 0.825
C -2.724 -0.654 -2.935
C -2.716 -1.573 1.002
C -3.815 -1.344 -3.440
C -2.846 -2.934 1.398
C 4.349 -6.326 -5.629
C 3.352 -5.400 -3.209
C 0.523 3.612 0.748
C 1.094 3.806 -0.667
C 4.458 -7.118 -4.487
C 3.222 -4.594 -4.358
C -4.918 -0.655 -3.911
C -1.802 0.333 3.774
C 2.998 -0.171 -0.265
C -4.055 -3.487 1.743
C -4.929 0.732 -3.857
C -0.049 -7.083 -2.909
C -3.935 -0.829 0.992
C -2.712 0.721 -2.920
C -0.342 -0.148 3.775
C 3.960 -6.630 -3.279
C 3.471 -1.627 -0.131
C -5.214 -2.716 1.714
C -0.513 -5.629 -2.816
C 1.033 -3.756 -2.563
C 2.703 0.179 -1.732
C 2.679 -3.242 -4.323
C 0.156 -7.510 -4.356
C -0.301 -1.649 4.102
C -3.832 1.414 -3.359
C -5.147 -1.378 1.332
C 4.138 0.732 0.244
C 1.417 4.380 1.739
C 3.752 -5.088 -5.566
C 0.433 0.617 4.861
H -0.770 -7.386 -4.915
H 1.055 4.854 -0.957
H 0.726 -1.974 4.259
H 4.429 -1.773 -0.630
H 1.754 -1.924 -3.056
H -1.859 1.301 3.283
H -2.413 -0.368 3.213
H -4.093 -4.523 2.041
H 3.847 1.783 0.214
H -2.186 0.413 4.791
H 3.432 -0.269 -2.408
H 4.740 -6.693 -6.573
H 4.939 -8.088 -4.532
H 3.001 -5.039 -2.257
H 0.517 3.223 -1.382
H 0.464 -8.553 -4.427
H 4.375 0.474 1.277
H -5.775 -1.189 -4.300
H -0.009 0.431 5.838
H -5.797 1.280 -4.203
H 0.454 -4.515 -4.306
H 1.472 0.290 4.873
H -1.494 3.796 -0.004
H -0.702 -2.192 3.252
H 3.571 -1.874 0.927
H -6.164 -3.152 1.984
H 1.050 4.243 2.754
H 3.676 -4.461 -6.441
H 1.418 5.439 1.489
H 0.931 -6.895 -4.804
H -0.686 -5.356 -1.772
H -3.800 2.490 -3.301
H 5.022 0.594 -0.375
H 2.436 4.000 1.688
H -3.768 -2.422 -3.431
H 2.132 3.468 -0.695
H 4.059 -7.227 -2.381
H 0.891 -7.170 -2.365
H -6.032 -0.759 1.313
H 2.700 1.260 -1.880
H -1.444 -5.485 -3.371
H -0.888 5.271 0.788
H -1.364 3.856 1.758
H -0.787 -7.723 -2.425
H -0.890 -1.874 4.991
H 2.735 -2.301 -0.563
H 1.705 -0.177 -1.986
H 0.412 1.686 4.652
*
```

Values from the calculation:
HOMO level (spin up / spin down) in eV: 1.191 / -2.501
Kohn-Sham gap (spin up / spin down) in eV: 2.178 / 6.398
ΔE to the lowest compared entry with this formula, charge and spin in kcal per mole: 42.1
<S²>: 2.200
Max |F| in hartree/bohr: 0.07660
LUMO level (spin up / spin down) in eV: 3.37 / 3.90

C37H40F48N2O8P | ωB97M-V/def2-TZVPD

```
! RIJCOSX wB97M-V def2-TZVPD def2/J DEFGRID3
* xyz 1 1
P -5.980 -1.590 1.052
F -2.012 0.623 9.049
F 0.502 -1.673 12.289
F 2.231 -1.032 -15.557
F -0.475 -0.980 -15.423
F -1.222 3.152 -7.682
F 0.199 -3.403 0.803
F 2.102 -0.491 -2.224
F 4.093 3.294 13.803
F 2.456 6.248 -4.981
F 1.957 -1.519 1.676
F -1.555 -0.195 13.099
F 4.407 1.762 15.333
F 1.829 -1.393 -6.365
F -1.968 2.124 -10.026
F 2.913 1.977 17.610
F -1.423 0.912 -15.980
F 6.384 4.731 -2.842
F 3.414 -0.544 16.362
F 0.005 -0.025 10.932
F 2.938 -2.991 -14.876
F -1.205 0.150 -9.480
F 0.884 5.152 -6.045
F 0.439 2.367 -8.884
F 1.700 -1.299 17.466
F -0.930 -0.618 -3.969
F 0.951 1.394 -14.829
F 1.605 -2.753 -0.734
F 1.806 2.831 15.123
F -0.601 0.303 -2.005
F -2.699 -2.150 9.003
F 3.360 0.282 18.924
F 1.154 -0.073 0.240
F 2.679 -2.206 -12.292
F 4.493 5.851 -1.330
F -0.788 2.018 -13.645
F 1.462 -0.124 -9.603
F 2.400 3.407 -4.686
F 1.803 2.169 13.032
F -0.032 -1.282 -7.486
F 2.018 -2.157 -8.988
F 0.807 -2.272 -13.395
F 5.110 6.153 -3.926
F 1.322 0.807 -3.808
F 2.907 5.010 -2.581
F -1.643 -2.266 7.103
F -2.708 -0.700 11.306
F 2.682 3.295 -6.835
F -3.229 -0.076 7.365
O -0.551 -2.094 -0.779
O -0.488 -1.734 8.893
O 1.769 -0.299 -12.874
O -1.554 -0.312 4.882
O 4.281 4.207 -5.638
O 1.097 0.589 -6.939
O -1.142 -1.747 3.256
O 1.352 0.287 15.994
N -1.108 -0.332 3.836
N -2.391 -3.344 2.062
C -1.719 -1.114 12.124
C 5.143 4.922 -3.381
C 2.242 -0.186 16.916
C -1.670 1.318 -8.985
C 2.815 -1.687 -14.538
C -0.613 2.012 -8.119
C 1.709 0.514 14.646
C -1.701 -1.600 8.296
C -0.503 -2.046 -2.202
C 1.960 -1.593 -13.266
C 2.281 1.891 14.284
C 4.997 3.852 -4.472
C 2.216 5.392 -5.989
C -4.729 -0.404 -1.131
C 1.176 -0.706 -7.349
C -4.593 -2.216 2.112
C -0.398 -1.238 11.357
C -2.434 -2.154 2.960
C -2.003 -0.135 7.944
C 3.802 2.024 14.159
C -3.886 -3.549 1.714
C 1.259 -0.431 -3.276
C 2.930 4.057 -5.743
C -0.130 1.290 -6.852
C 2.448 0.803 18.073
C -3.408 -1.263 2.211
C -0.183 -0.683 -2.827
C -5.338 -1.748 -0.668
C -0.067 0.937 -14.073
C 0.474 0.272 -12.800
C 4.187 4.853 -2.186
C 0.557 -2.357 -0.017
C -0.330 -2.249 10.205
C -7.219 -2.945 1.218
C -1.048 0.139 -14.938
C 2.017 -0.858 -8.622
C 0.882 -1.194 0.929
H -0.248 -0.415 -12.361
H -1.973 -4.132 2.554
H 0.077 2.091 -6.145
H 6.013 3.687 -4.827
H 3.042 -0.525 -8.448
H 1.561 -1.159 -4.032
H 0.125 -2.836 -2.612
H -0.919 0.676 -6.417
H -1.526 -2.255 -2.509
H -1.899 -3.149 1.187
H -5.070 -2.374 3.083
H -0.982 -3.104 10.387
H -4.341 0.170 -0.287
H -6.189 -2.002 -1.300
H -3.013 -1.133 1.191
H -8.186 -2.462 1.347
H -4.585 -2.534 -0.767
H 2.333 -0.289 14.251
H -3.912 -0.562 -1.835
H -1.936 -0.128 -14.358
H 4.184 1.346 13.392
H 0.694 -2.616 10.221
H -2.969 -2.505 3.854
H -1.254 0.251 7.252
H -7.250 -3.586 0.338
H 0.761 0.466 14.113
H -3.572 -0.257 2.590
H 3.803 -1.262 -14.350
H 4.293 3.896 -1.667
H -3.974 -3.693 0.642
H -2.580 1.131 -8.408
H -5.494 0.214 -1.598
H 0.588 1.093 -12.094
H 1.504 0.963 18.597
H -1.995 -2.070 12.577
H 2.552 5.828 -6.932
H -7.037 -3.561 2.099
H 0.022 -1.029 1.574
H -4.230 -4.428 2.252
H 4.646 2.909 -4.052
*
```

Values from the calculation:
HOMO level in eV: -11.941
Kohn-Sham gap in eV: 7.466
ΔE to the lowest compared entry with this formula, charge and spin in kcal per mole: 8.1
Max |F| in hartree/bohr: 0.01950
LUMO level in eV: -4.47

C4H13NO2 | ωB97M-V/def2-TZVPD

```
! RIJCOSX wB97M-V def2-TZVPD def2/J DEFGRID3
* xyz 0 1
O 1.656 4.764 1.349
O -4.348 1.281 0.317
N 1.734 -0.849 -0.179
C 0.615 -0.495 0.670
C -0.629 -0.809 -0.197
C -0.140 -2.155 -0.759
C 1.311 -1.766 -1.207
H 1.901 -2.651 -1.435
H -0.704 -2.636 -1.552
H 0.073 -2.833 0.073
H 1.080 -1.226 -2.149
H -3.505 1.201 0.759
H 2.402 -0.198 -0.552
H 2.120 3.941 1.338
H -1.575 -0.926 0.335
H 0.744 0.525 1.025
H -0.839 -0.074 -0.977
H -4.272 0.903 -0.534
H 0.491 -1.198 1.500
H 1.885 5.201 2.174
*
```

Values from the calculation:
HOMO level in eV: -8.463
Kohn-Sham gap in eV: 9.047
ΔE to the lowest compared entry with this formula, charge and spin in kcal per mole: 27.3
Max |F| in hartree/bohr: 0.05569
LUMO level in eV: 0.58

C6H12O | ωB97M-V/def2-TZVPD

```
! RIJCOSX wB97M-V def2-TZVPD def2/J DEFGRID3
* xyz 0 1
O 0.692 -0.512 -1.478
C 0.131 -0.332 1.322
C -0.327 -0.449 2.749
C -0.253 0.439 -1.037
C -0.294 0.593 0.467
C -1.626 -0.097 -1.439
C 2.014 -0.032 -1.474
H 0.756 -1.137 0.929
H -1.148 0.246 2.970
H -2.424 0.549 -1.058
H -1.744 -1.084 -0.979
H 2.270 0.422 -0.508
H 0.466 -0.308 3.491
H 2.667 -0.886 -1.672
H -1.725 -0.191 -2.523
H -0.716 -1.464 2.889
H -0.071 1.410 -1.530
H -0.903 1.424 0.825
H 2.175 0.721 -2.260
*
```

Values from the calculation:
HOMO level in eV: -9.211
Kohn-Sham gap in eV: 10.372
ΔE to the lowest compared entry with this formula, charge and spin in kcal per mole: 31.3
Max |F| in hartree/bohr: 0.00564
LUMO level in eV: 1.16

C3H2F6O4S2 | ωB97M-V/def2-TZVPD

```
! RIJCOSX wB97M-V def2-TZVPD def2/J DEFGRID3
* xyz 0 1
S 1.162 0.164 0.784
S -1.398 1.297 0.248
F -3.631 -0.341 0.292
F -1.780 -1.123 -0.515
F 3.294 -0.762 -0.489
F -2.942 0.344 -1.613
F 2.567 1.146 -1.445
F 1.621 -0.731 -1.863
O -0.921 0.763 1.534
O 1.969 0.989 1.609
O -0.187 1.168 -0.654
O -2.075 2.517 0.165
C 2.206 0.015 -0.888
C 0.982 -1.409 1.087
C -2.533 -0.035 -0.471
H 0.766 -1.889 2.056
H 0.899 -2.115 0.163
*
```

Values from the calculation:
HOMO level (spin up / spin down) in eV: -10.778 / -10.776
Kohn-Sham gap (spin up / spin down) in eV: 8.182 / 8.181
ΔE to the lowest compared entry with this formula, charge and spin in kcal per mole: 0.0
Max |F| in hartree/bohr: 0.08238
LUMO level (spin up / spin down) in eV: -2.60 / -2.60

C13H22CuN4O4S2Si2 | ωB97M-V/def2-TZVPD

```
! RIJCOSX wB97M-V def2-TZVPD def2/J DEFGRID3
* xyz -2 2
Cu -0.391 -1.576 -0.028
S 1.613 -1.486 3.472
S -1.947 -3.635 0.570
Si -1.169 0.421 -0.933
Si 1.608 -1.331 -1.122
O -1.605 -2.384 1.397
O -1.088 -3.427 -0.665
O -3.362 -3.606 0.224
O -1.535 -4.830 1.292
N -0.327 0.434 3.745
N 0.565 1.886 5.140
N 1.405 0.834 4.886
N -1.332 -0.103 2.942
C -2.809 0.018 -1.790
C -1.723 2.414 4.347
C 2.065 0.177 -3.596
C 1.204 -0.056 -2.515
C 0.030 0.709 -2.415
C 1.787 1.128 -4.567
C 3.157 -0.517 -0.373
C -1.378 2.198 -0.264
C 0.622 1.883 -4.470
C 0.915 -0.086 4.025
C -0.235 1.671 -3.400
C 2.213 -2.859 -2.057
C -0.488 1.601 4.436
H 2.985 -0.398 -3.682
H -1.765 2.951 3.397
H 2.473 1.282 -5.396
H -1.144 2.266 -3.337
H -1.739 2.856 -1.064
H -2.772 -0.993 -2.201
H 2.906 -2.583 -2.861
H 0.384 2.628 -5.223
H -2.105 2.241 0.555
H 2.916 0.490 -0.023
H -2.596 1.764 4.388
H -1.247 0.303 2.010
H 3.940 -0.441 -1.139
H 1.366 -3.403 -2.478
H -1.735 3.132 5.164
H -0.429 2.597 0.105
H 2.328 0.798 5.274
H -3.638 0.029 -1.076
H 3.551 -1.078 0.479
H -1.185 -1.111 2.796
H 2.729 -3.541 -1.374
H -3.020 0.732 -2.596
*
```

Values from the calculation:
HOMO level (spin up / spin down) in eV: -0.052 / -1.893
Kohn-Sham gap (spin up / spin down) in eV: 4.730 / 6.569
<S²>: 0.756
Max |F| in hartree/bohr: 0.01430
LUMO level (spin up / spin down) in eV: 4.68 / 4.68

Which formula does entry 4 have?
C5H6N2O